Version a
The following is a quantum chemistry calculation of 5 unconnected molecules or ions with the total composition C14H41N7O5, from the OMol25 dataset.

Cartesian coordinates (Å):
C: -20.48 27.37 9.14
O: -20.20 28.02 10.35
C: -20.62 27.34 11.51
C: -20.56 28.21 12.76
C: -21.62 29.30 12.72
N: -19.26 28.86 13.00
H: -21.54 27.12 9.05
H: -19.83 26.50 8.98
H: -20.26 28.02 8.28
H: -21.66 27.00 11.39
H: -20.03 26.44 11.73
H: -20.77 27.52 13.58
H: -22.60 28.85 12.55
H: -21.49 29.94 11.85
H: -21.59 29.95 13.60
H: -19.18 29.61 12.32
H: -18.51 28.21 12.80
C: -12.07 28.47 12.12
O: -12.69 27.23 12.33
C: -11.82 26.13 12.46
C: -11.27 25.58 11.16
C: -12.34 24.87 10.34
N: -10.11 24.71 11.32
H: -11.33 28.42 11.32
H: -11.56 28.84 13.02
H: -12.79 29.25 11.88
H: -11.04 26.34 13.20
H: -12.44 25.35 12.91
H: -10.94 26.40 10.50
H: -11.99 24.50 9.37
H: -13.16 25.56 10.15
H: -12.76 23.98 10.83
H: -9.87 24.27 10.44
H: -9.25 25.16 11.60
C: -12.65 27.66 7.36
O: -14.05 27.82 7.55
C: -14.83 27.24 6.54
C: -16.26 27.13 6.98
C: -17.07 26.39 5.91
N: -16.88 28.47 7.22
H: -12.46 26.59 7.45
H: -12.10 28.13 8.17
H: -12.33 28.01 6.38
H: -14.73 27.83 5.61
H: -14.42 26.25 6.31
H: -16.27 26.57 7.92
H: -17.02 26.87 4.94
H: -18.12 26.24 6.16
H: -16.68 25.37 5.86
H: -17.53 28.60 6.46
H: -16.11 29.13 7.14
N: -15.24 26.40 14.75
C: -15.56 25.07 14.81
N: -16.41 24.75 13.77
O: -15.20 24.28 15.66
H: -14.80 26.76 15.58
H: -15.54 26.98 13.98
H: -16.65 25.44 13.07
H: -16.70 23.80 13.63
N: -15.23 27.74 10.74
C: -16.53 27.47 11.04
N: -17.40 27.79 10.06
O: -16.88 27.01 12.14
H: -14.48 27.43 11.33
H: -15.09 28.04 9.79
H: -18.39 27.81 10.32
H: -17.11 28.20 9.18

The spin multiplicity is 1. The HOMO energy comes out at -8.83 eV. The SMILES is COC[C@H](C)N.COC[C@H](C)N.COC[C@H](C)N.NC(N)=O.NC(N)=O.

=====

Version b
The following is a quantum chemistry calculation of 5 unconnected molecules or ions with the total composition C14H41N7O5, from the OMol25 dataset.

Cartesian coordinates (Å):
C: -4.15 0.14 3.86
O: -2.79 -0.12 4.37
C: -2.52 -1.04 5.45
C: -2.93 -2.53 5.13
C: -3.06 -3.47 6.34
N: -1.90 -3.17 4.26
H: -4.27 0.69 2.92
H: -4.73 0.58 4.67
H: -4.51 -0.84 3.54
H: -1.44 -0.95 5.59
H: -2.99 -0.71 6.37
H: -3.89 -2.50 4.63
H: -3.33 -4.50 6.11
H: -3.87 -3.07 6.95
H: -2.18 -3.52 6.99
H: -2.37 -3.82 3.65
H: -1.71 -2.44 3.58
C: 4.97 0.32 0.08
O: 3.86 -0.67 0.01
C: 4.04 -1.99 0.64
C: 4.24 -1.99 2.19
C: 4.79 -3.26 2.91
N: 2.96 -1.67 2.85
H: 5.12 0.70 1.10
H: 4.63 1.25 -0.38
H: 5.85 -0.12 -0.37
H: 3.10 -2.52 0.47
H: 4.77 -2.57 0.06
H: 5.04 -1.26 2.34
H: 5.22 -2.84 3.82
H: 5.61 -3.86 2.51
H: 3.95 -3.92 3.11
H: 2.25 -2.37 2.71
H: 3.03 -1.55 3.85
C: -2.33 3.39 -3.10
O: -1.52 4.43 -3.47
C: -0.49 4.73 -2.59
C: 0.20 6.04 -2.90
C: 1.07 5.93 -4.20
N: 1.01 6.50 -1.76
H: -1.82 2.46 -3.34
H: -3.31 3.34 -3.59
H: -2.49 3.37 -2.02
H: -0.90 4.74 -1.59
H: 0.25 3.93 -2.71
H: -0.52 6.79 -3.21
H: 1.82 5.17 -3.99
H: 1.50 6.84 -4.62
H: 0.48 5.58 -5.04
H: 1.57 5.75 -1.36
H: 1.80 7.03 -2.09
N: -1.45 -2.76 -8.38
C: -1.26 -2.95 -7.06
N: -2.23 -3.63 -6.51
O: -0.19 -2.67 -6.53
H: -2.41 -2.82 -8.68
H: -0.88 -2.17 -8.97
H: -2.08 -4.20 -5.69
H: -2.98 -3.78 -7.16
N: -0.43 0.31 0.77
C: -0.92 -0.27 -0.28
N: -0.07 -0.36 -1.26
O: -2.09 -0.52 -0.29
H: 0.46 -0.13 0.96
H: -1.05 0.53 1.54
H: -0.42 -0.86 -2.06
H: 0.91 -0.17 -1.11

The spin multiplicity is 1. The HOMO energy comes out at -9.18 eV. The SMILES is COC[C@H](C)N.COC[C@H](C)N.COC[C@H](C)N.NC(N)=O.NC(N)=O.

=====

Energetically preferred structure: version a | next structure: +87.8 kcal/mol

=====

Version a
The following is a quantum chemistry calculation of 3 unconnected molecules or ions with the total composition C2H8N2, from the OMol25 dataset.

Cartesian coordinates (Å):
C: 0.35 0.82 1.20
C: -0.03 -1.17 -0.93
N: -0.37 1.08 -0.05
N: -0.70 0.13 -0.88
H: 0.64 1.29 -1.12
H: -1.80 -0.10 0.18
H: -0.38 0.95 2.00
H: 0.85 -0.14 1.31
H: 0.45 -1.51 -0.02
H: 1.09 1.62 1.27
H: -0.80 -1.88 -1.23
H: 0.70 -1.08 -1.74

The spin multiplicity is 1. The HOMO energy comes out at -8.58 eV.

=====

Version b
The following is a quantum chemistry calculation of 2 unconnected molecules or ions with the total composition C2H8N2, from the OMol25 dataset.

Cartesian coordinates (Å):
H: -5.04 1.14 0.11
N: -4.16 0.92 0.56
C: -3.16 1.44 0.01
N: -1.88 1.38 0.57
H: -3.20 2.15 -0.82
H: -1.18 1.22 -0.15
H: -1.78 0.61 1.23
C: 7.28 -2.93 -0.77
H: 7.90 -2.08 -0.53
H: 6.93 -2.76 -1.79
H: 7.91 -3.80 -0.63
H: 6.38 -3.01 -0.17

The spin multiplicity is 1. The HOMO energy comes out at -9.77 eV. The SMILES is [H]/N=C/N.C.

=====

Version c
The following is a quantum chemistry calculation of C2H8N2 in the gas phase, from the OMol25 dataset.

Cartesian coordinates (Å):
N: 1.96 0.03 -0.02
C: 0.61 0.59 -0.11
C: -0.52 -0.43 -0.01
N: -1.81 0.25 -0.12
H: 2.05 -0.51 0.84
H: 2.09 -0.63 -0.79
H: 0.52 1.13 -1.06
H: 0.49 1.35 0.68
H: -0.39 -1.03 0.92
H: -0.46 -1.13 -0.85
H: -2.57 -0.42 -0.20
H: -1.98 0.80 0.72

The spin multiplicity is 1. The HOMO energy comes out at -9.23 eV. The SMILES is NCCN.

=====

Energetically preferred structure: version c | next structure: +3.6 kcal/mol

=====

Version a
The following is a quantum chemistry calculation of C2H2BrFO in the gas phase, from the OMol25 dataset.

Cartesian coordinates (Å):
C: 0.25 -1.00 -0.84
C: -0.84 -1.53 -0.30
F: -2.09 -1.31 -0.47
O: -0.69 -2.80 0.84
Br: -0.57 -4.28 -0.15
H: 0.37 -0.13 -1.53
H: 1.25 -1.10 -0.31

The spin multiplicity is 1. The HOMO energy comes out at -9.86 eV. The SMILES is C=C(F)OBr.

=====

Version b
The following is a quantum chemistry calculation of 2 unconnected molecules or ions with the total composition C2H2BrFO, from the OMol25 dataset.

Cartesian coordinates (Å):
O: -0.32 -1.70 -0.03
C: -0.35 -0.56 -0.25
C: -0.26 0.71 -0.37
F: -1.08 1.62 0.32
H: 0.46 1.20 -1.03
Br: 3.28 -0.49 0.66
H: 1.94 -0.20 1.07

The spin multiplicity is 1. The HOMO energy comes out at -9.87 eV. The SMILES is O=C=CF.Br.

=====

Energetically preferred structure: version b | next structure: +41.7 kcal/mol

=====

Version a
The following is a quantum chemistry calculation of C5H6N2 in the gas phase, from the OMol25 dataset.

Cartesian coordinates (Å):
N: -2.91 0.34 -3.86
C: -2.25 0.24 -2.91
N: -1.62 0.13 -1.79
C: -0.44 0.58 -1.55
C: 0.22 0.53 -0.27
C: 0.51 -0.85 0.30
C: -0.52 -0.07 0.94
H: -0.05 1.19 -2.42
H: 0.89 1.33 0.05
H: 0.07 -1.62 -0.49
H: 1.47 -1.04 0.93
H: -1.53 -0.36 0.85
H: -0.24 0.32 1.94

The spin multiplicity is 1. The HOMO energy comes out at -10.21 eV. The SMILES is N#C/N=C/C1CC1.

=====

Version b
The following is a quantum chemistry calculation of C5H6N2 in the gas phase, from the OMol25 dataset.

Cartesian coordinates (Å):
C: 2.12 0.11 -0.12
C: 1.35 -1.03 -0.10
N: 0.08 -0.54 0.10
C: 0.16 0.80 0.13
N: 1.37 1.27 0.00
C: -1.34 1.00 0.14
C: -1.39 -0.57 0.01
H: 3.20 0.16 -0.22
H: 1.60 -2.08 -0.16
H: -1.75 1.54 -0.72
H: -1.77 1.39 1.07
H: -1.75 -0.93 -0.96
H: -1.88 -1.11 0.82

The spin multiplicity is 1. The HOMO energy comes out at -8.60 eV. The SMILES is c1cn2c(n1)CC2.

=====

Energetically preferred structure: version b | next structure: +25.0 kcal/mol